[1]
This record from the Open Molecules 2025 dataset describes a molecular structure, C4H6CrLiO at a distorted geometry. The level of theory is the ωB97M-V functional and the def2-TZVPD basis.

As for the HOMO-LUMO gap (spin up / spin down): 5.07 / 5.51 eV. As for the net charge: +1. Its lowest unoccupied orbital energy (spin up / spin down) is -5.077 / -5.085 eV. The energy is -34908.3432 eV. Its multiplicity is 5. Its energy relative to the best compared isomer or geometry (same formula, charge and spin) is 24.0 kJ/mol. For the largest force on an atom, the calculation gives 0.0279 hartree/bohr.

Each line ends with the Löwdin charge.
Atoms and positions in Å:
C  -1.17  -0.49  0.82  -0.10
C  -1.79  0.68  0.50  -0.16
H  -0.84  -0.67  1.85  0.09
H  -1.07  -1.29  0.09  0.07
H  -2.02  1.41  1.28  0.07
H  -2.15  0.86  -0.52  0.07
Li  -3.74  -0.75  1.01  0.88
O  2.98  1.26  -0.57  -0.30
C  2.66  -0.03  -0.82  -0.45
C  1.37  -0.44  -0.83  -0.20
Cr  1.07  1.59  -0.59  0.91
H  1.17  -1.47  -1.15  0.02
H  3.52  -0.67  -1.08  0.12

[2]
This record from the Open Molecules 2025 dataset describes a molecular structure, C4H6CrO2 at a distorted geometry. The level of theory is the ωB97M-V functional and the def2-TZVPD basis.

As for the HOMO-LUMO gap (spin up / spin down): 7.37 / 7.74 eV. As for the net charge: +1. Its lowest unoccupied orbital energy (spin up / spin down) is -5.006 / -4.700 eV. The energy is -36745.4075 eV. Its multiplicity is 6. Its energy relative to the best compared isomer or geometry (same formula, charge and spin) is 445.8 kJ/mol. For the largest force on an atom, the calculation gives 0.1493 hartree/bohr.

Each line ends with the Löwdin charge.
Atoms and positions in Å:
C  1.90  0.48  1.22  -0.06
C  1.58  -0.56  1.96  0.09
H  0.81  -0.86  2.67  0.08
O  1.95  0.62  -1.20  -0.01
C  2.58  0.22  -0.03  -0.33
H  3.63  0.52  0.00  0.12
H  1.52  1.48  -1.11  0.10
H  2.53  -1.06  0.33  0.20
H  1.88  0.56  4.46  0.12
C  2.78  0.26  3.91  -0.15
O  3.62  -0.46  4.44  -0.20
Cr  5.39  -0.32  5.27  0.88
H  2.95  1.00  2.81  0.16

[3]
This record from the Open Molecules 2025 dataset describes a molecular structure, C4H6CsO2 at a distorted geometry. The level of theory is the ωB97M-V functional and the def2-TZVPD basis.

As for the HOMO-LUMO gap (spin up / spin down): 3.59 / 3.59 eV. As for the net charge: -1. Its lowest unoccupied orbital energy (spin up / spin down) is 1.760 / 1.760 eV. The energy is -8883.6865 eV. Its energy relative to the best compared isomer or geometry (same formula, charge and spin) is 147.2 kJ/mol. For the largest force on an atom, the calculation gives 0.0306 hartree/bohr.

Each line ends with the Löwdin charge.
Atoms and positions in Å:
H  -1.54  -0.08  -3.26  -0.29
O  -2.62  0.92  -0.08  -0.14
C  -1.62  0.10  0.44  -0.36
C  -0.34  0.14  0.06  -0.19
C  0.66  -0.53  0.97  -0.30
C  2.08  -0.25  0.61  -0.31
O  2.43  0.27  -0.44  -0.18
Cs  1.26  1.22  -3.02  0.36
H  -2.30  1.19  -0.95  0.02
H  -2.02  -0.39  1.35  0.08
H  0.61  -1.64  0.97  0.11
H  0.55  -0.27  2.05  0.10
H  2.85  -0.68  1.28  0.10

[4]
This record from the Open Molecules 2025 dataset describes a molecular structure, C4H6CsO3 at a distorted geometry. The level of theory is the ωB97M-V functional and the def2-TZVPD basis.

As for the HOMO-LUMO gap: 10.46 eV. As for the net charge: +1. Its lowest unoccupied orbital energy is -3.908 eV. The energy is -10928.3283 eV. Its energy relative to the best compared isomer or geometry (same formula, charge and spin) is 280.0 kJ/mol. For the largest force on an atom, the calculation gives 0.1009 hartree/bohr.

Each line ends with the Löwdin charge.
Atoms and positions in Å:
Cs  2.11  -2.14  -0.62  1.50
C  -0.42  -1.57  -0.05  -0.21
C  0.22  -0.18  -0.15  -0.50
C  -0.70  1.03  -0.56  -0.10
O  -0.14  2.12  0.05  0.12
C  0.56  1.69  1.10  -0.55
O  0.88  2.40  2.00  0.23
O  0.81  0.36  1.01  0.06
H  -1.25  -1.48  0.66  0.12
H  0.24  -2.33  0.37  -0.08
H  -0.74  -1.91  -1.03  0.10
H  1.00  -0.06  -0.90  0.03
H  -1.74  0.83  -0.27  0.14
H  -0.83  1.25  -1.62  0.15

[5]
This record from the Open Molecules 2025 dataset describes a molecular structure, C4H6CsO4 at a distorted geometry. The level of theory is the ωB97M-V functional and the def2-TZVPD basis.

As for the HOMO-LUMO gap: 8.89 eV. As for the net charge: +1. Its lowest unoccupied orbital energy is -3.421 eV. The energy is -12971.6221 eV. Its energy relative to the best compared isomer or geometry (same formula, charge and spin) is 67.0 kJ/mol. For the largest force on an atom, the calculation gives 0.0462 hartree/bohr.

Each line ends with the Löwdin charge.
Atoms and positions in Å:
O  1.16  -0.04  2.09  -0.06
C  1.80  1.02  2.20  -0.13
H  1.82  1.67  1.32  0.16
H  1.57  2.30  3.85  0.12
C  2.25  1.50  3.52  -0.01
H  2.28  0.70  4.26  0.10
H  3.24  1.97  3.38  0.10
O  0.09  -0.12  1.01  -0.23
Cs  0.24  -3.61  -0.87  0.94
H  -4.09  0.46  0.95  0.13
O  -2.54  1.58  0.33  0.08
O  -3.26  -1.39  -0.80  0.05
C  -3.45  0.81  0.11  -0.19
C  -3.31  -0.20  -1.03  -0.19
H  -2.81  0.20  -1.94  0.13

[6]
This record from the Open Molecules 2025 dataset describes a molecular structure, C4H6CuO at a distorted geometry. The level of theory is the ωB97M-V functional and the def2-TZVPD basis.

As for the HOMO-LUMO gap (spin up / spin down): 9.91 / 6.03 eV. As for the net charge: 0. Its lowest unoccupied orbital energy (spin up / spin down) is 0.689 / -2.654 eV. The energy is -50928.3696 eV. Its multiplicity is 2. Its energy relative to the best compared isomer or geometry (same formula, charge and spin) is 30.1 kJ/mol. For the largest force on an atom, the calculation gives 0.0404 hartree/bohr.

Each line ends with the Löwdin charge.
Atoms and positions in Å:
O  -1.64  -0.34  0.81  -0.25
C  1.15  1.95  0.63  -0.29
C  2.30  1.32  0.32  -0.16
H  1.24  3.04  0.65  0.00
H  2.40  0.23  0.37  0.03
H  3.22  1.86  0.03  0.04
Cu  -0.54  1.00  0.80  0.67
C  -1.72  -1.49  0.16  -0.33
C  -1.49  -1.69  -1.15  0.05
H  -2.12  -2.32  0.76  0.11
H  -1.09  -0.90  -1.79  0.07
H  -1.71  -2.66  -1.60  0.06

[7]
This record from the Open Molecules 2025 dataset describes a molecular structure, C4H6CuO3 at a distorted geometry. The level of theory is the ωB97M-V functional and the def2-TZVPD basis.

As for the HOMO-LUMO gap: 9.06 eV. As for the net charge: +1. Its lowest unoccupied orbital energy is -4.814 eV. The energy is -55017.8457 eV. Its energy relative to the best compared isomer or geometry (same formula, charge and spin) is 233.1 kJ/mol. For the largest force on an atom, the calculation gives 0.0402 hartree/bohr.

Each line ends with the Löwdin charge.
Atoms and positions in Å:
O  0.85  0.00  -0.04  0.09
C  1.03  1.01  -0.87  -0.05
C  2.14  0.72  -1.78  -0.04
H  3.09  1.22  -1.56  0.12
H  2.26  -0.38  -1.74  0.10
H  1.81  0.90  -2.81  0.10
O  -0.92  1.08  0.91  0.10
Cu  -0.61  2.72  -0.52  0.66
C  -0.28  0.07  0.81  -0.51
O  -0.59  -1.06  1.34  0.05
C  -1.96  -1.48  1.53  0.04
H  -2.45  -1.56  0.55  0.11
H  -1.88  -2.46  2.01  0.11
H  -2.48  -0.77  2.17  0.11

[8]
This record from the Open Molecules 2025 dataset describes a molecular structure, C4H6F12NaO3P2 at a distorted geometry. The level of theory is the ωB97M-V functional and the def2-TZVPD basis.

As for the HOMO-LUMO gap (spin up / spin down): 8.86 / 2.34 eV. As for the net charge: 0. Its lowest unoccupied orbital energy (spin up / spin down) is -2.258 / -8.770 eV. The energy is -65998.6780 eV. Its multiplicity is 2. For the largest force on an atom, the calculation gives 0.1539 hartree/bohr.

Each line ends with the Löwdin charge.
Atoms and positions in Å:
Na  1.53  -0.50  0.27  0.62
P  3.40  -2.91  0.95  0.08
F  3.80  -1.67  -0.04  -0.16
F  3.64  -3.92  -0.20  -0.11
F  4.85  -3.32  1.43  -0.13
F  2.91  -4.17  1.92  -0.18
F  3.13  -1.83  2.08  -0.13
F  1.92  -2.61  0.42  -0.19
P  -0.03  -1.06  -2.53  0.17
F  0.48  -1.52  -4.09  -0.19
F  0.97  -2.17  -1.94  -0.13
F  1.10  0.00  -2.24  -0.12
F  -0.71  -0.79  -1.11  -0.16
F  -1.01  0.04  -3.30  -0.19
F  -1.19  -2.18  -2.61  -0.16
C  -0.98  1.55  2.20  0.04
C  -1.88  1.65  0.93  -0.20
C  -3.16  2.64  0.88  0.04
O  -3.03  3.05  -0.50  0.14
C  -1.78  3.01  -0.95  -0.39
O  -1.41  3.60  -1.94  0.51
O  -1.07  2.30  -0.06  0.12
H  -0.07  1.07  1.85  0.08
H  -1.39  1.13  3.12  0.11
H  -0.68  2.55  2.52  0.09
H  -2.13  0.68  0.51  0.16
H  -3.18  3.40  1.66  0.15
H  -4.03  1.99  0.77  0.16